Computed, not measured: 22 unconnected molecules or ions with the total composition C66H187N11O33 in a non-equilibrium geometry, with ωB97M-V/def2-TZVPD.

Summary:
- Kohn-Sham gap (eV) = 9.1255
- F_max (eV Å⁻¹) = 3.82
- energy relative to the best compared isomer or geometry (same formula, charge and spin) (kcal per mole) = 47.8

Geometry as XYZ:
```
297
Properties=species:S:1:pos:R:3:forces:R:3
C -9.5072 -1.5916 -3.6581 -0.311 0.363 -1.043
C -8.4845 -1.1374 -2.6404 0.045 -0.763 -0.665
C -8.0610 0.3317 -2.7490 0.651 -0.767 0.301
O -7.1346 0.4943 -1.6682 -0.148 0.370 -0.691
C -6.5425 1.7776 -1.5362 -1.135 0.087 0.158
N -8.8829 -1.5130 -1.2954 -0.067 0.431 -0.188
H -10.4582 -1.0589 -3.6531 -0.112 0.084 0.378
H -9.7161 -2.6614 -3.6496 0.091 0.039 0.547
H -9.1110 -1.4246 -4.6597 0.130 0.185 -0.167
H -7.6182 -1.7360 -2.9220 0.449 0.081 0.340
H -8.8860 1.0413 -2.6853 -0.247 0.098 0.239
H -7.5690 0.4677 -3.7121 0.194 0.251 -0.142
H -5.8962 1.7055 -0.6615 0.115 0.316 -0.153
H -7.3506 2.4895 -1.3678 0.024 0.317 0.371
H -6.0369 2.1631 -2.4215 0.340 -0.459 -0.176
H -9.6014 -0.8292 -1.1049 -0.689 -0.062 0.565
H -8.1300 -1.1932 -0.7029 0.271 -0.151 0.433
C -0.9633 -1.8360 -3.9060 0.061 0.486 -1.392
C -0.2534 -1.6293 -5.2729 -0.284 -1.413 -0.705
C 1.2045 -2.1966 -5.2282 -0.239 0.928 -0.748
O 1.7827 -2.2537 -6.5212 0.799 -0.695 -0.394
C 3.1702 -2.6658 -6.4676 -0.604 1.207 -1.179
N -1.0490 -2.3360 -6.3521 0.849 0.208 1.558
H -0.4980 -1.2091 -3.1454 -0.110 -0.137 0.238
H -1.0249 -2.8853 -3.6173 0.454 -0.041 0.003
H -2.0022 -1.5463 -4.0636 0.107 0.276 0.297
H -0.3171 -0.6015 -5.6300 0.696 0.338 0.644
H 1.2736 -3.2270 -4.8795 -0.437 0.035 0.866
H 1.8568 -1.4948 -4.7085 -0.063 -0.096 1.019
H 3.7485 -1.8997 -5.9511 0.072 0.020 0.225
H 3.4776 -2.6368 -7.5130 0.121 -0.091 0.020
H 3.4548 -3.6429 -6.0773 -0.778 -0.211 0.337
H -1.0978 -3.2594 -5.9459 -0.593 -0.718 -0.334
H -0.3766 -2.4468 -7.0975 -0.027 0.046 -0.558
C -0.9765 -0.2206 1.2254 0.699 -1.014 -0.485
C 0.1917 0.7069 0.9692 -0.388 -0.099 -0.768
C 1.1956 0.2003 -0.0703 -0.045 -0.285 1.365
O 1.7342 -1.0068 0.4962 0.015 0.178 -1.197
C 2.3932 -1.7810 -0.4948 0.776 -0.501 0.014
N -0.3963 1.9640 0.5216 -0.127 0.508 0.442
H -1.3671 -0.5033 0.2479 -0.367 -0.114 0.052
H -1.7298 0.3296 1.7893 -0.027 -0.382 0.199
H -0.6311 -1.1240 1.7282 -0.341 -0.074 0.253
H 0.6615 0.8707 1.9390 0.507 0.136 -0.027
H 1.9957 0.9161 -0.2587 0.303 0.240 0.273
H 0.7704 0.0413 -1.0612 -0.530 -0.419 0.082
H 1.7419 -2.2507 -1.2319 -0.437 0.272 0.010
H 2.9135 -2.6103 -0.0157 -0.059 -0.010 0.290
H 3.1730 -1.2224 -1.0125 -0.091 0.287 -0.072
H -1.1794 1.9832 1.1591 -0.060 1.236 0.672
H -0.9616 1.7946 -0.2981 0.421 -0.271 -0.915
C -3.9414 -3.0361 -2.2123 0.486 -1.506 0.991
C -4.8420 -2.2963 -1.2805 -0.884 1.414 0.329
C -4.6938 -2.6309 0.2482 -0.702 -0.102 -1.437
O -4.6924 -4.0764 0.3875 -0.046 1.384 0.710
C -4.3705 -4.5050 1.7217 0.527 0.810 -0.698
N -4.6198 -0.8537 -1.6350 0.753 -0.854 0.932
H -4.3174 -4.0511 -2.3405 0.098 -0.069 -0.201
H -3.0210 -3.1364 -1.6371 0.627 -0.004 -0.607
H -3.7937 -2.5587 -3.1810 0.015 -0.026 0.182
H -5.8758 -2.4694 -1.5798 -0.312 -0.563 0.363
H -5.5329 -2.1496 0.7507 -0.706 -0.451 0.157
H -3.8905 -2.0616 0.7159 1.103 -0.626 -0.225
H -4.7627 -3.8482 2.4982 -0.749 -0.041 -0.021
H -3.2962 -4.3749 1.8517 0.333 -0.555 0.025
H -4.6912 -5.5396 1.8439 0.096 0.187 0.000
H -5.4038 -0.2799 -1.3589 -0.116 -0.274 -0.039
H -4.6490 -0.9479 -2.6402 0.030 1.008 -0.091
C 0.2579 7.2363 3.7007 -0.876 1.072 1.421
C -0.3025 5.8129 4.0449 0.921 2.896 -1.492
C -1.3799 5.9296 5.1363 -0.680 -0.926 0.008
O -0.8724 6.3102 6.3780 1.098 0.319 0.865
C -1.6944 6.0690 7.5316 1.158 0.444 -0.619
N -0.8190 5.2524 2.7734 -0.705 -0.845 0.967
H 0.9194 7.3839 2.8470 0.178 -0.635 0.117
H 0.6529 7.7271 4.5902 0.932 -0.434 0.188
H -0.5324 7.9779 3.5844 -0.768 -0.314 -0.717
H 0.5990 5.3447 4.4400 -0.478 -1.002 -0.171
H -1.8504 4.9543 5.2610 -0.203 -0.251 -0.238
H -2.1719 6.6331 4.8793 -0.119 0.045 -0.551
H -1.8401 4.9997 7.6850 -0.539 -0.049 -0.220
H -2.5914 6.6875 7.5026 -0.338 -0.383 -0.095
H -1.0967 6.4130 8.3757 0.001 0.071 -0.031
H -0.1607 5.0599 2.0319 0.639 -0.033 0.457
H -1.5521 5.8189 2.3713 -0.029 0.299 0.342
C 4.5090 2.8377 -6.4478 0.662 0.053 -0.363
C 3.4833 1.9729 -5.7567 0.518 -0.350 0.533
C 2.4228 2.7505 -4.9847 -0.080 0.862 -1.246
O 1.4886 1.8686 -4.4265 -0.885 0.523 1.263
C 0.9309 2.3059 -3.1479 0.736 -0.788 -0.752
N 2.9872 0.9850 -6.7215 -0.880 0.605 0.492
H 5.2440 2.1897 -6.9251 0.162 -0.230 0.120
H 5.0909 3.4866 -5.7933 -0.259 0.111 0.168
H 4.1325 3.4101 -7.2956 -0.469 0.184 0.247
H 3.9513 1.4295 -4.9359 0.704 -0.150 0.204
H 1.9766 3.5062 -5.6312 -0.714 -0.162 -0.505
H 2.8821 3.4153 -4.2530 0.509 -0.459 0.565
H 1.7541 2.5955 -2.4946 0.123 -0.248 0.274
H 0.3873 1.4357 -2.7800 0.122 0.074 0.191
H 0.2415 3.1499 -3.1236 -0.124 0.195 -0.848
H 2.4520 0.3233 -6.1776 -0.357 -0.342 -0.306
H 3.7529 0.4770 -7.1406 0.166 0.047 0.030
C 6.6048 0.6305 -3.3779 0.138 0.019 -0.397
C 6.0990 -0.6209 -2.7016 -2.259 0.871 -0.466
C 5.0463 -1.5037 -3.4931 1.258 -0.717 1.668
O 4.6972 -2.5442 -2.4882 -0.050 1.378 -1.209
C 3.8461 -3.6272 -2.9191 1.678 0.579 -0.391
N 7.2167 -1.4620 -2.2704 -1.180 0.119 0.349
H 6.8858 0.3600 -4.3957 0.746 0.424 0.002
H 7.3831 1.0046 -2.7128 0.710 -0.104 -0.559
H 5.9890 1.5285 -3.4289 -0.850 -0.493 -0.017
H 5.5802 -0.2410 -1.8215 -0.279 -0.214 0.264
H 5.5576 -1.9035 -4.3688 0.289 -0.697 0.037
H 4.1820 -1.0115 -3.9390 -0.306 0.458 0.738
H 3.8807 -4.3224 -2.0804 -0.644 0.044 -0.154
H 4.3758 -4.0867 -3.7536 -0.203 -0.384 -0.200
H 2.8682 -3.2908 -3.2637 -0.120 -0.086 0.466
H 6.7868 -1.8287 -1.4332 0.685 -0.802 0.406
H 7.9815 -0.8730 -1.9735 0.105 0.221 0.270
C 3.4743 -8.1829 1.1263 -0.270 1.284 -0.817
C 2.4840 -7.0366 1.4871 1.922 0.762 0.218
C 3.2392 -5.6514 1.5086 -0.190 -1.943 -0.318
O 4.3148 -5.7326 2.4523 0.110 0.977 -0.582
C 5.1514 -4.5985 2.2501 -0.064 0.923 0.422
N 1.4478 -6.9596 0.4549 0.318 -0.504 0.855
H 2.9363 -9.0722 0.7982 0.057 -0.162 0.407
H 4.2996 -8.3728 1.8126 -0.507 -0.072 0.342
H 3.9513 -7.7901 0.2284 0.189 -0.229 -0.301
H 2.1171 -7.1703 2.5047 -0.404 -0.137 0.134
H 2.5194 -4.8438 1.6421 -0.013 0.312 0.830
H 3.6335 -5.4668 0.5094 0.314 -0.182 -0.311
H 5.5480 -4.4923 1.2404 -0.282 -0.311 -0.357
H 6.0225 -4.4673 2.8919 -0.023 -1.194 0.437
H 4.6066 -3.6895 2.5053 -0.439 0.191 -0.365
H 0.8668 -7.7636 0.6446 -0.234 -0.440 -0.575
H 0.8135 -6.2226 0.7281 -0.382 0.265 0.533
C 5.1451 -0.2972 1.1947 -1.503 -0.317 -0.919
C 5.9751 0.8357 1.7499 1.106 -1.108 1.236
C 6.5148 0.3215 3.1682 -1.073 1.000 -0.573
O 6.8107 1.3842 4.0697 -0.113 -0.959 0.704
C 6.9072 0.9352 5.4549 1.018 1.529 -0.779
N 7.0944 1.0736 0.8209 -0.173 0.104 0.069
H 4.1714 -0.3869 1.6763 0.198 -0.178 0.766
H 5.6002 -1.2846 1.1178 0.406 -0.046 0.565
H 4.7533 -0.1767 0.1847 0.577 0.736 -0.413
H 5.3390 1.7110 1.8812 0.290 0.172 0.023
H 7.3899 -0.3048 2.9946 0.312 -0.091 -0.073
H 5.7420 -0.3317 3.5733 -0.197 -0.009 0.315
H 7.4356 1.7306 5.9805 -0.170 0.404 -0.117
H 7.6266 0.1272 5.5878 -0.586 -0.694 -0.257
H 5.9480 0.8546 5.9662 -0.140 -0.625 -0.380
H 7.6941 0.2690 0.9351 0.173 -0.320 -0.405
H 7.6937 1.8333 1.1104 -0.115 0.438 0.340
C 2.0155 7.9572 -1.0600 -0.588 1.365 -1.563
C 1.2848 6.7854 -0.4890 1.439 -1.308 -0.120
C 0.5404 5.8730 -1.5115 -0.928 0.711 -0.042
O -0.5457 6.5242 -2.2040 0.173 0.839 1.788
C -1.5574 7.0165 -1.2727 -0.259 -0.423 -1.929
N 2.4047 6.0176 0.0981 -0.272 -0.389 0.921
H 1.3064 8.5381 -1.6498 0.029 0.472 -0.011
H 2.8269 7.7033 -1.7421 -0.167 -0.536 -0.094
H 2.5091 8.6140 -0.3438 -0.394 -0.131 0.434
H 0.6969 7.1214 0.3652 -0.880 -0.084 -0.431
H 0.1152 4.9828 -1.0482 0.028 -0.116 0.747
H 1.1526 5.4499 -2.3080 0.569 0.521 0.076
H -2.1037 6.1591 -0.8795 0.048 -0.068 0.336
H -2.2306 7.5609 -1.9349 -0.209 -0.050 0.076
H -1.3062 7.7269 -0.4850 0.792 -0.250 -0.002
H 2.1652 5.0748 0.3696 -0.469 -0.570 -0.428
H 2.4631 6.4053 1.0289 0.751 0.352 0.294
C -6.4142 0.6055 4.9716 1.474 0.590 1.369
C -6.6441 0.3464 3.5349 1.361 -1.923 1.635
C -7.2063 -1.0586 3.4035 0.373 0.416 -0.002
O -7.7616 -1.2175 2.1216 -0.162 -0.692 0.538
C -8.5542 -2.3915 2.1203 -0.219 -0.184 -2.134
N -7.5749 1.2724 3.1077 -1.710 1.275 -1.890
H -7.3109 0.6898 5.5856 -0.294 -0.675 -0.116
H -5.9890 1.6020 5.0917 0.354 0.036 -0.090
H -5.6868 -0.1040 5.3660 -0.258 0.051 0.510
H -5.6696 0.4021 3.0498 -0.007 0.209 -0.538
H -8.0304 -1.1429 4.1120 0.001 -0.167 0.451
H -6.4390 -1.8018 3.6198 0.042 -0.333 0.029
H -9.1031 -2.3196 1.1814 -0.340 -0.165 0.082
H -9.2670 -2.5287 2.9335 0.242 0.401 0.334
H -7.9454 -3.2851 1.9825 0.259 -0.137 0.459
H -8.3229 1.1679 3.7783 -0.461 0.582 0.290
H -7.9591 0.7623 2.3252 -0.626 0.773 -1.006
C -1.3603 -5.8478 -4.0245 -0.468 -1.228 -1.469
C -1.4863 -7.4012 -4.1255 2.004 2.165 0.737
O -2.7463 -7.8643 -3.7871 -0.660 -0.422 -0.389
O -1.7078 -5.1861 -5.2677 0.160 -0.171 0.837
H -0.3082 -5.6118 -3.8650 -0.112 0.103 0.157
H -1.9772 -5.5312 -3.1835 -0.017 0.283 -0.023
H -0.7566 -7.7097 -3.3769 0.201 -0.495 0.195
H -1.1120 -7.7411 -5.0912 -0.219 0.036 -0.263
H -2.6580 -8.8013 -3.9766 -0.715 -0.269 0.206
H -2.6202 -5.3934 -5.4825 -0.164 -0.026 0.034
C -2.7082 1.2989 -3.9146 0.122 2.098 0.270
C -2.8137 1.9396 -2.4922 0.503 -0.146 -0.473
O -2.2618 1.0667 -1.5002 -0.406 0.805 -0.829
O -3.5801 0.2402 -4.0521 -1.136 -1.574 0.636
H -1.6685 1.0338 -4.1069 0.153 -0.134 0.025
H -3.0419 2.0224 -4.6584 0.490 0.668 0.014
H -3.8240 2.2657 -2.2455 -0.446 -0.667 -0.071
H -2.2965 2.8938 -2.3921 0.628 -0.096 -0.573
H -2.8799 0.3342 -1.5545 -0.518 -1.225 0.592
H -3.6380 -0.1057 -4.9457 0.370 0.256 -0.192
C 2.3549 3.0211 3.7183 -1.041 -0.090 3.672
C 2.5279 3.0860 2.3007 0.337 0.646 -3.389
O 1.4648 3.7128 1.5362 1.478 0.153 1.554
O 3.4953 2.4393 4.3274 0.725 -0.349 -0.157
H 1.5062 2.4506 4.0956 -0.650 -0.160 -0.607
H 2.2461 3.9951 4.1952 -0.237 0.477 -0.558
H 2.7028 2.1224 1.8222 0.142 -0.419 0.350
H 3.4450 3.6544 2.1463 0.103 0.194 -0.277
H 0.8929 2.9994 1.2437 -1.104 -0.324 -0.693
H 3.4337 2.6771 5.2554 0.292 -0.079 0.062
C -6.1130 5.9082 -0.6646 -0.659 0.308 -1.118
C -4.9088 5.1082 -0.2379 -0.204 0.630 -0.110
O -5.2365 4.2701 0.8149 0.027 -0.963 1.400
O -6.6596 5.2515 -1.8243 0.012 0.422 0.318
H -5.9441 6.9698 -0.8453 0.701 0.053 -0.517
H -6.9250 5.9909 0.0578 0.238 -0.589 0.795
H -4.0971 5.7613 0.0825 0.095 0.094 -0.004
H -4.5540 4.4765 -1.0523 0.014 0.329 -0.433
H -6.1879 4.2422 0.9398 -0.055 -0.106 -0.005
H -7.5310 5.6406 -1.9287 -0.182 -0.142 -0.403
C -3.1923 -1.2336 5.0841 0.287 0.453 -0.120
C -2.2238 -0.0407 5.3733 -0.092 0.094 0.432
O -2.9224 1.1493 5.5766 -1.599 0.920 0.229
O -3.9493 -1.6487 6.2257 0.649 0.289 -0.155
H -2.6564 -2.0776 4.6498 0.372 -0.128 0.123
H -3.9724 -0.9883 4.3634 0.271 0.499 -0.242
H -1.4081 0.1729 4.6825 -0.200 -0.777 -0.682
H -1.7161 -0.1433 6.3324 0.237 -1.149 0.251
H -2.5466 1.8957 5.1041 0.478 -0.161 -0.449
H -3.3097 -1.6872 6.9405 -0.114 -0.139 0.370
C 8.6941 -4.3066 -3.4243 -0.308 2.395 -1.701
C 8.9177 -3.2388 -4.5990 0.310 -0.682 0.374
O 9.1309 -1.9213 -4.1505 0.963 0.119 -0.360
O 7.3174 -4.2948 -3.0867 -0.145 -1.698 -0.088
H 9.3011 -4.0323 -2.5615 0.232 0.135 -0.037
H 9.0584 -5.2628 -3.8001 -0.699 -0.293 0.195
H 8.1317 -3.2199 -5.3539 -0.908 -0.465 0.457
H 9.7363 -3.5164 -5.2631 0.729 0.014 0.548
H 8.3745 -1.6320 -3.6350 -0.305 -0.438 0.052
H 7.0256 -3.4624 -2.7078 0.481 0.415 -0.077
C -0.2794 -4.5543 -1.0274 -0.640 1.271 -0.984
C -0.4600 -3.9898 0.3818 -0.089 -0.804 -0.002
O -0.5688 -5.1087 1.2372 0.034 -0.814 -0.170
O 1.0435 -4.8771 -1.3905 0.037 0.480 0.514
H -0.5644 -3.8183 -1.7791 -0.328 0.239 0.152
H -0.9245 -5.4154 -1.2023 -0.244 -0.123 0.436
H -1.3723 -3.4378 0.6081 -0.067 0.637 -1.006
H 0.4116 -3.4022 0.6702 0.103 0.322 -0.168
H -0.7543 -4.7587 2.1116 0.228 -0.083 0.791
H 1.3184 -5.4482 -0.6695 0.852 -0.793 -0.390
C 2.7138 -2.0140 3.6588 -0.038 0.870 1.863
C 2.3233 -0.6482 4.3050 0.423 0.276 -0.710
O 1.1582 -0.7117 5.0990 -0.427 -0.650 -0.088
O 1.7338 -2.4479 2.7671 -0.099 -0.451 -0.061
H 2.7824 -2.8078 4.4026 0.255 0.168 0.239
H 3.6915 -1.8828 3.1952 0.033 -0.004 -0.121
H 2.1670 0.0334 3.4689 -0.314 0.098 -0.481
H 3.0887 -0.1012 4.8553 0.630 -0.724 0.144
H 1.0568 0.1077 5.5887 0.034 -0.020 -0.004
H 1.7899 -1.8908 1.9873 -0.435 0.410 -0.684
C 4.7512 3.3703 -0.9738 0.438 0.651 -0.893
C 4.4798 4.6314 -1.9240 -0.041 0.065 1.229
O 4.7336 5.8709 -1.2697 1.301 -0.731 -1.018
O 6.1382 3.3313 -0.6680 -0.061 0.768 -0.520
H 4.4463 2.4388 -1.4508 -0.072 -0.164 -0.632
H 4.2101 3.3430 -0.0280 -0.508 0.794 0.017
H 3.4795 4.6890 -2.3533 -0.657 -0.602 0.505
H 5.0519 4.6157 -2.8516 0.795 -0.397 0.353
H 3.9357 6.1150 -0.7951 -0.746 -0.133 0.609
H 6.4073 2.4644 -0.3556 -0.112 -0.533 0.028
C -3.1778 2.6632 2.7069 1.422 2.642 -0.348
C -4.1047 3.5638 3.5404 -0.077 -1.287 -0.451
O -3.7315 4.9667 3.5852 -0.161 -1.735 0.116
O -1.8204 2.6992 3.2782 -1.791 -2.224 0.192
H -3.0667 3.1921 1.7603 -0.144 -0.174 -0.552
H -3.5794 1.6812 2.4570 0.272 -0.166 0.705
H -4.0786 3.0363 4.4939 -0.332 1.064 0.612
H -5.0929 3.4495 3.0949 -0.190 0.110 0.302
H -3.8187 5.2213 2.6637 -0.159 0.271 -0.231
H -1.6315 3.6383 3.3421 0.625 1.035 -0.384
C 0.0668 -5.0658 4.6848 0.089 -1.219 -0.306
C 0.0509 -4.4486 6.1017 -0.120 0.414 -2.228
O 1.0375 -3.4345 6.0943 0.733 -0.495 0.892
O -0.2270 -4.1393 3.6706 -1.126 0.801 0.286
H -0.6195 -5.8949 4.5126 -0.505 0.035 0.588
H 1.0080 -5.5159 4.3690 0.617 0.003 0.854
H 0.1894 -5.2126 6.8667 0.265 0.355 0.084
H -0.8918 -3.9099 6.1974 -0.528 -0.542 0.353
H 0.7910 -2.8075 5.4104 -0.153 0.440 0.087
H 0.5563 -3.6470 3.4143 0.462 0.433 -0.233
```
Forces are in eV/Å.